# C16H14BN7NaO4

C16H14BN7NaO4 as an isolated structure (wB97M-V/def2-TZVPD, the OMol25 dataset).

## Properties
* E_HOMO: -6.03 eV
* calculated total energy: -40536.503 eV
* charge: -1

Last column: Mulliken charge in e.
Geometry (Å):
Na1 -0.958 0.747 1.284  1.410
C1 1.414 2.646 4.602  -1.070
C2 0.200 2.251 4.022  -0.216
N1 0.402 1.680 2.841  -0.304
N2 1.728 1.694 2.633  0.052
C3 2.362 2.267 3.673  -0.206
B1 2.391 1.111 1.367  -0.158
N3 2.095 -0.398 1.257  0.124
C4 3.000 -1.390 1.151  -0.169
C5 2.318 -2.583 1.023  -0.992
C6 0.967 -2.205 1.063  -0.339
N4 0.847 -0.892 1.205  -0.207
N5 1.868 1.837 0.110  0.123
C7 2.595 2.529 -0.788  -0.174
C8 1.743 2.987 -1.771  -0.981
C9 0.483 2.511 -1.375  -0.327
N6 0.573 1.823 -0.246  -0.189
H1 1.576 3.131 5.549  0.361
H2 -0.804 2.354 4.405  0.470
H3 3.435 2.369 3.688  0.408
H4 3.579 1.271 1.442  -0.177
H5 4.059 -1.191 1.173  0.422
H6 2.733 -3.571 0.920  0.389
H7 0.087 -2.824 0.985  0.512
H8 3.660 2.651 -0.678  0.415
H9 1.992 3.573 -2.639  0.385
H10 -0.473 2.636 -1.860  0.492
O1 -4.814 -0.319 0.023  -0.774
C10 -3.584 -0.254 -0.023  0.178
O2 -2.789 0.333 0.766  -0.759
C11 -2.900 -0.990 -1.199  -0.097
C12 -1.521 -0.953 -1.372  0.001
C13 -0.910 -1.641 -2.414  -0.683
C14 -1.673 -2.369 -3.306  -0.412
C15 -3.054 -2.394 -3.136  0.034
C16 -3.670 -1.715 -2.095  -0.326
N7 -3.865 -3.151 -4.079  1.014
O3 -5.073 -3.169 -3.926  -0.618
O4 -3.294 -3.751 -4.980  -0.648
H11 -0.921 -0.375 -0.682  0.520
H12 0.167 -1.603 -2.519  0.488
H13 -1.228 -2.916 -4.124  0.456
H14 -4.743 -1.747 -1.973  0.574

Forces on the atoms, in the same order (eV/Å):
Na 1.167 0.260 0.358
C -0.002 -0.003 0.008
C 0.124 0.009 -0.014
N 0.026 0.219 0.385
N 0.240 0.079 0.135
C -0.087 0.053 0.104
B -0.280 -0.040 -0.047
N 0.281 -0.101 0.022
C -0.056 -0.138 -0.011
C 0.015 -0.001 0.006
C 0.100 0.000 -0.012
N -0.172 -0.084 -0.034
N 0.238 0.102 -0.084
C -0.068 0.060 -0.112
C 0.005 0.005 -0.002
C 0.104 0.017 -0.013
N -0.178 0.013 -0.083
H 0.003 -0.003 -0.011
H 0.008 -0.001 -0.002
H -0.014 -0.041 -0.073
H 0.090 0.014 0.009
H -0.037 0.088 0.005
H -0.004 0.011 -0.002
H -0.013 0.030 0.015
H -0.021 -0.056 0.081
H 0.001 -0.005 0.008
H -0.007 -0.020 0.029
O 0.110 0.019 0.024
C -0.074 -0.047 -0.112
O -1.448 -0.391 -0.502
C 0.051 0.068 0.129
C -0.136 0.046 0.044
C 0.033 0.069 0.071
C -0.141 -0.145 -0.165
C 0.385 0.403 0.438
C -0.167 -0.179 -0.222
N -0.267 -0.412 -0.321
O 0.161 0.081 0.020
O -0.028 0.145 0.133
H 0.043 -0.156 -0.222
H -0.007 -0.017 -0.028
H 0.010 0.006 -0.008
H 0.010 0.042 0.055

---

# C16H14BaBrN3O5

C16H14BaBrN3O5 as an isolated structure (wB97M-V/def2-TZVPD, the OMol25 dataset).

## Properties
* energy above the lowest of the compared OMol25 structures with the same formula, charge and spin: 90.5 kcal/mol
* E_HOMO: -8.47 eV
* calculated total energy: -102257.165 eV

Last column: Mulliken charge in e.
Geometry (Å):
Ba1 -1.693 1.329 -2.284  1.815
O1 -1.883 -1.049 -2.404  -0.922
C1 -2.279 -1.919 -1.429  0.379
C2 -1.694 -3.174 -1.307  -0.625
C3 -2.134 -4.051 -0.330  -0.451
C4 -3.161 -3.686 0.530  -0.649
C5 -3.727 -2.424 0.425  -0.722
C6 -3.290 -1.530 -0.540  0.622
C7 -3.767 -0.076 -0.572  -0.423
O2 -3.650 0.507 -1.796  -1.013
N1 -2.908 0.649 0.434  -0.373
N2 -1.608 0.660 0.111  0.146
C8 -0.677 0.722 0.978  -0.725
C9 0.723 0.773 0.611  0.799
Br1 1.085 0.634 -1.270  -0.131
C10 1.704 0.830 1.517  -0.769
C11 3.158 0.887 1.337  0.481
C12 3.772 1.673 0.360  -0.351
C13 5.152 1.706 0.255  -0.633
C14 5.942 0.967 1.122  -0.419
C15 5.343 0.198 2.111  -0.524
C16 3.965 0.166 2.221  -0.456
H1 -2.689 -0.369 -2.322  0.705
H2 -0.896 -3.444 -1.988  0.431
H3 -1.676 -5.027 -0.238  0.392
H4 -3.517 -4.382 1.279  0.388
H5 -4.521 -2.130 1.104  0.396
H6 -4.782 0.007 -0.160  0.455
H7 -3.127 0.424 1.401  0.308
H8 -0.891 0.769 2.049  0.278
H9 1.373 0.789 2.552  0.375
H10 3.171 2.292 -0.290  0.530
H11 5.616 2.317 -0.509  0.378
H12 7.021 1.003 1.043  0.375
H13 5.953 -0.375 2.797  0.372
H14 3.498 -0.441 2.988  0.380
O3 -1.011 3.226 -1.328  -0.698
N3 -0.718 3.718 -2.449  1.219
O4 -0.342 4.869 -2.559  -0.545
O5 -0.834 2.965 -3.452  -0.791

Forces on the atoms, in the same order (eV/Å):
Ba 0.791 -1.120 -2.946
O -0.676 -1.936 0.262
C -0.033 -0.626 0.210
C 0.071 0.124 -0.174
C -0.025 0.041 0.059
C -0.021 -0.080 0.061
C 0.030 -0.015 -0.072
C -0.073 0.173 -0.261
C -0.074 -0.515 0.879
O -3.359 -1.603 0.852
N -0.761 0.444 0.143
N 0.785 -0.772 1.673
C -0.546 0.047 0.252
C 0.496 -0.031 -0.239
Br 0.966 -0.279 0.765
C -0.218 -0.020 -0.128
C 0.217 0.019 -0.028
C -0.057 0.007 0.096
C 0.056 0.018 -0.051
C -0.015 -0.005 0.038
C 0.051 -0.020 -0.012
C -0.098 -0.026 -0.039
H -1.029 -2.067 -0.344
H -0.031 -0.015 -0.014
H 0.001 0.000 -0.028
H 0.008 0.017 0.003
H -0.005 0.022 -0.012
H 0.049 -0.058 0.034
H 0.058 -0.037 0.043
H 0.001 -0.051 0.003
H -0.061 0.053 -0.005
H -0.017 -0.025 -0.040
H -0.019 0.022 0.024
H -0.006 -0.012 -0.023
H -0.013 0.001 0.004
H 0.005 0.027 0.021
O 0.994 2.907 1.832
N 1.025 2.634 -0.132
O -0.203 -0.625 0.068
O 1.734 3.383 -2.775

---

# C16H14BrF3O3

One molecule with the formula C16H14BrF3O3 (wB97M-V/def2-TZVPD, the OMol25 dataset).

## Properties
* energy above the lowest of the compared OMol25 structures with the same formula, charge and spin: 0.0 kcal/mol
* E_HOMO: -9.10 eV
* calculated total energy: -101149.267 eV

Last column: Mulliken charge in e.
Geometry (Å):
C1 -3.107 4.460 -0.735  -0.844
C2 -4.215 3.876 0.278  -0.310
O1 -3.826 2.646 0.933  -0.254
C3 -2.679 2.857 1.821  -1.115
C4 -1.532 1.849 1.291  0.840
C5 -0.394 2.424 0.370  -0.486
C6 0.657 1.359 -0.119  -0.646
C7 0.615 -0.134 0.303  0.072
C8 -0.499 -0.675 1.258  0.527
C9 -1.574 0.336 1.719  -0.332
Br1 -3.068 -0.220 2.875  -0.113
C10 -0.414 -2.205 1.659  0.267
O2 -1.088 -2.741 2.594  -0.550
C11 0.605 -3.161 0.901  -0.780
C12 1.636 -2.704 0.010  0.447
C13 2.544 -3.840 -0.656  -0.610
C14 4.019 -3.370 -1.075  -0.782
C15 4.022 -3.290 -2.694  0.658
F1 2.952 -2.450 -3.160  -0.232
F2 5.271 -2.908 -3.235  -0.250
F3 3.715 -4.588 -3.244  -0.266
C16 1.740 -1.145 -0.255  0.790
O3 2.660 -0.587 -0.935  -0.625
H1 -2.483 5.222 -0.122  0.206
H2 -3.554 5.051 -1.616  0.333
H3 -2.367 3.681 -1.121  0.264
H4 -5.140 3.617 -0.367  0.274
H5 -4.597 4.676 1.024  0.270
H6 -3.045 2.599 2.873  0.402
H7 -2.303 3.933 1.833  0.384
H8 -0.331 3.529 0.076  0.376
H9 1.486 1.715 -0.814  0.319
H10 0.502 -4.295 1.079  0.293
H11 2.678 -4.660 0.149  0.418
H12 1.931 -4.295 -1.515  0.360
H13 4.370 -2.398 -0.590  0.354
H14 4.811 -4.164 -0.791  0.340

Forces on the atoms, in the same order (eV/Å):
C 0.554 1.000 1.013
C -1.175 0.125 -1.566
O 0.804 1.935 0.262
C 0.291 -1.220 -0.184
C 2.075 -0.740 -0.548
C -0.239 -5.394 1.474
C -2.119 -0.483 1.713
C -2.078 1.290 1.109
C 0.359 2.866 -1.250
C 2.420 1.146 -1.861
Br 1.434 0.443 -1.098
C -1.080 -1.538 1.941
O 2.339 2.327 -3.546
C 1.731 1.670 -1.845
C -2.413 -0.689 1.978
C -0.048 0.419 0.998
C 0.238 -0.625 -1.335
C -0.552 -0.376 -0.105
F 2.997 -1.805 0.770
F -3.115 -0.601 0.999
F 0.866 2.876 1.126
C 1.423 2.309 -1.579
O -3.072 -2.671 2.518
H -0.787 -1.108 -1.172
H 0.509 -1.070 1.428
H -1.386 0.857 0.481
H 1.462 0.144 1.180
H 0.938 -1.201 -1.014
H 0.832 0.210 -1.418
H -0.436 -1.461 -0.265
H -0.143 -1.972 0.536
H -1.233 -0.773 1.126
H 0.006 2.123 -0.033
H -0.410 1.341 -1.326
H 1.241 0.735 1.146
H -0.806 -1.226 -1.026
H -1.429 1.136 -0.628

---

# C16H14BrF6InN5O7S4

C16H14BrF6InN5O7S4 as an isolated structure (wB97M-V/def2-TZVPD, the OMol25 dataset).

## Properties
* energy above the lowest of the compared OMol25 structures with the same formula, charge and spin: 13.1 kcal/mol
* E_HOMO: -6.45 eV
* calculated total energy: -173468.300 eV
* charge: -1

Last column: Mulliken charge in e.
Geometry (Å):
In1 0.569 0.368 0.047  1.134
F1 0.274 0.724 -3.697  -0.111
C1 1.495 0.717 -4.211  0.632
F2 1.513 1.514 -5.281  -0.252
F3 1.782 -0.525 -4.614  -0.226
S1 2.782 1.243 -2.995  0.760
O1 2.822 0.183 -2.008  -0.536
O2 3.952 1.470 -3.790  -0.644
N1 2.054 2.525 -2.450  -0.301
S2 2.649 3.325 -1.236  0.983
O3 1.585 3.962 -0.520  -0.669
O4 3.674 2.623 -0.521  -0.630
C2 3.543 4.726 -2.042  0.462
F4 2.771 5.338 -2.945  -0.236
F5 4.647 4.301 -2.654  -0.216
F6 3.896 5.627 -1.119  -0.225
N2 2.255 -1.181 0.411  -0.322
N3 2.240 -2.520 -0.016  -0.328
C3 1.266 -2.970 -0.858  0.371
N4 1.140 -4.328 -0.836  -0.526
S3 0.375 -2.005 -1.856  -0.244
H1 3.098 -0.717 0.075  0.337
H2 2.237 -1.160 1.432  0.359
H3 2.497 -3.153 0.728  0.308
H4 1.253 -4.761 0.070  0.252
H5 0.310 -4.641 -1.315  0.284
C4 -3.462 1.960 -2.275  -0.389
C5 -3.293 0.617 -1.966  -0.827
C6 -2.124 0.186 -1.354  -0.070
C7 -1.112 1.092 -1.053  0.461
C8 -1.290 2.438 -1.351  -0.336
C9 -2.461 2.868 -1.963  -0.799
H6 -4.374 2.298 -2.753  0.347
H7 -4.072 -0.099 -2.197  0.382
H8 -2.018 -0.862 -1.100  0.437
H9 -0.516 3.158 -1.118  0.343
H10 -2.586 3.918 -2.195  0.387
O5 -1.862 0.904 2.110  -0.643
C10 -1.593 -0.265 2.275  0.209
N5 -0.785 -1.012 1.454  0.182
S4 -0.590 -2.523 1.976  1.161
O6 0.796 -2.781 2.335  -0.742
O7 -1.173 -3.510 1.102  -0.683
C11 -1.580 -2.354 3.435  0.377
C12 -1.863 -3.275 4.423  -0.636
C13 -2.687 -2.856 5.460  -0.569
C14 -3.199 -1.560 5.487  -0.453
C15 -2.899 -0.651 4.482  -0.549
C16 -2.080 -1.070 3.450  -0.190
H11 -1.458 -4.277 4.390  0.442
H12 -2.935 -3.542 6.259  0.380
H13 -3.836 -1.262 6.310  0.385
H14 -3.280 0.362 4.488  0.513
Br1 1.650 1.415 2.089  -0.536

Forces on the atoms, in the same order (eV/Å):
In -0.702 -0.490 0.146
F -0.020 -0.022 0.014
C 0.036 -0.026 -0.085
F -0.015 0.061 0.009
F 0.047 0.009 -0.019
S 0.005 -0.215 0.008
O -0.029 -0.032 0.012
O 0.060 -0.063 0.044
N -0.099 0.118 -0.123
S 0.121 0.230 0.187
O 0.012 0.081 -0.042
O 0.050 0.037 0.034
C -0.025 0.016 -0.052
F -0.025 0.012 0.016
F -0.011 -0.013 -0.020
F 0.009 -0.019 0.025
N 0.144 0.102 0.006
N 0.002 0.022 -0.037
C 0.114 -0.056 0.077
N -0.032 -0.006 -0.024
S -0.013 0.125 0.042
H -0.056 -0.006 -0.075
H -0.012 -0.038 -0.040
H -0.040 -0.005 -0.035
H 0.013 -0.015 0.001
H 0.002 0.005 -0.008
C -0.001 -0.006 -0.001
C -0.001 0.007 -0.004
C -0.039 0.008 0.024
C 0.223 0.138 0.038
C 0.019 0.022 -0.070
C 0.019 -0.002 0.004
H -0.003 -0.001 -0.004
H -0.009 0.004 -0.003
H 0.007 -0.004 -0.005
H -0.003 0.001 0.005
H -0.007 0.002 -0.005
O -0.020 -0.022 -0.033
C -0.083 0.108 0.153
N 0.318 -0.060 -0.207
S -0.029 -0.045 0.163
O -0.032 0.015 0.097
O -0.030 -0.002 -0.011
C 0.058 0.064 -0.091
C -0.010 -0.028 -0.010
C 0.015 -0.002 -0.011
C -0.005 0.010 0.001
C -0.024 0.016 0.000
C 0.023 -0.065 0.025
H -0.004 -0.005 0.008
H 0.006 -0.010 -0.006
H -0.002 0.010 -0.003
H 0.002 0.007 -0.003
Br 0.076 0.027 -0.110

---

# C16H14BrN2O4

An isolated ion of composition C16H14BrN2O4 and charge -1 (wB97M-V/def2-TZVPD, the OMol25 dataset).

## Properties
* energy above the lowest of the compared OMol25 structures with the same formula, charge and spin: 14.1 kcal/mol
* E_HOMO: -3.69 eV
* calculated total energy: -98026.449 eV
* charge: -1

Last column: Mulliken charge in e.
Geometry (Å):
Br1 -1.547 2.286 -3.793  -0.225
C1 -0.872 2.516 -2.063  -0.091
C2 0.498 2.677 -1.850  -0.300
C3 1.024 2.749 -0.539  -0.298
C4 0.144 2.517 0.529  0.007
C5 0.721 2.256 2.010  0.660
C6 -0.049 2.901 3.103  -1.310
N1 0.648 3.002 4.276  1.097
O1 0.050 3.127 5.381  -0.801
O2 1.912 2.932 4.187  -0.721
C7 -1.241 2.573 0.349  -0.584
C8 -1.725 2.477 -0.979  -0.423
H1 1.170 2.736 -2.688  0.413
H2 2.096 2.911 -0.369  0.384
H3 1.792 2.452 2.010  0.521
H4 -1.060 3.267 3.013  0.235
H5 -1.902 2.605 1.206  0.285
H6 -2.789 2.365 -1.099  0.390
C9 2.753 -0.413 7.826  -1.430
C10 2.214 -0.325 6.415  0.991
C11 3.065 -0.316 5.304  -0.595
C12 2.537 -0.122 4.028  -0.575
C13 1.201 0.247 3.856  0.434
C14 0.705 0.801 2.442  -0.115
N2 1.434 -0.031 1.362  1.107
O3 0.715 -0.500 0.468  -0.650
O4 2.676 -0.124 1.375  -0.700
C15 0.319 0.005 4.937  -0.634
C16 0.844 -0.200 6.207  -0.527
H7 1.926 -0.609 8.511  0.345
H8 3.512 -1.195 7.943  0.351
H9 3.214 0.537 8.121  0.273
H10 4.141 -0.456 5.408  0.328
H11 3.186 -0.198 3.160  0.440
H12 -0.385 0.657 2.411  0.168
H13 -0.741 0.011 4.754  0.275
H14 0.174 -0.255 7.047  0.273

Forces on the atoms, in the same order (eV/Å):
Br -0.158 -0.011 -0.508
C 0.838 -0.124 1.093
C 0.253 0.360 0.748
C -0.988 -0.764 -0.650
C 0.744 0.180 2.539
C 0.762 1.074 -1.373
C 0.864 0.623 0.770
N -0.735 0.368 -1.028
O 0.368 0.388 -0.265
O -0.311 -0.158 0.963
C 0.793 -0.717 -1.714
C -0.298 0.428 1.401
H 0.096 0.092 -0.221
H -0.520 -0.319 -0.075
H -0.040 1.085 -0.117
H 0.077 -0.259 0.398
H -0.058 -0.282 -0.191
H -0.202 0.093 -0.295
C -0.056 0.064 -0.134
C 0.352 0.282 0.064
C -0.706 -0.355 -0.180
C 0.484 0.584 0.641
C -0.171 -0.073 -0.850
C -0.736 -2.459 0.716
N -0.250 -0.552 -1.030
O 1.171 0.386 1.082
O -2.256 0.368 -0.936
C 0.901 0.742 -1.050
C 0.193 -0.312 -0.512
H 0.160 -0.037 0.083
H -0.148 0.065 -0.062
H -0.075 -0.104 -0.051
H -0.209 -0.095 0.099
H -0.069 0.387 0.690
H 0.398 -1.266 -0.423
H -0.271 0.412 0.152
H -0.197 -0.093 0.226

---

# C16H14ClN3OS

C16H14ClN3OS as an isolated structure (wB97M-V/def2-TZVPD, the OMol25 dataset).

## Properties
* energy above the lowest of the compared OMol25 structures with the same formula, charge and spin: 303.4 kcal/mol
* E_HOMO: -9.21 eV
* calculated total energy: -46681.744 eV

Last column: Mulliken charge in e.
Geometry (Å):
N1 -1.869 0.777 2.684  -0.565
C1 -2.365 1.827 2.384  0.604
C2 -2.811 3.106 2.046  -1.448
H1 -3.826 3.101 1.964  0.356
H2 -2.382 3.699 2.439  0.847
C3 -2.102 3.287 0.428  -0.364
C4 -2.619 2.368 -0.598  -0.349
H3 -3.688 2.628 -1.020  0.402
H4 -3.171 1.279 0.036  0.206
S1 -1.624 1.781 -1.792  -0.163
C5 -0.765 0.395 -0.622  0.063
C6 0.345 0.430 -0.064  0.324
C7 0.927 1.756 -0.281  -0.934
N2 1.596 2.835 0.082  -0.614
C8 0.854 -0.701 0.549  0.454
C9 2.048 -1.314 -0.323  0.115
C10 1.849 -1.271 -1.837  -0.255
C11 2.807 -2.041 -2.504  -0.995
C12 3.584 -2.837 -1.737  -0.136
C13 3.896 -2.818 -0.415  -0.436
C14 2.877 -2.242 0.281  -0.032
Cl1 3.244 -2.191 2.118  -0.228
H5 4.594 -3.446 0.139  0.379
H6 4.561 -3.341 -2.386  0.168
H7 2.487 -2.248 -3.376  0.499
H8 1.020 -0.704 -2.144  0.518
H9 1.462 -0.217 1.273  0.740
C15 -0.249 -1.538 1.210  -0.914
C16 -1.063 -1.803 -0.072  0.248
O1 -1.740 -2.809 -0.222  -0.717
N3 -1.532 -0.799 -0.741  0.048
H10 -2.290 -0.989 -1.568  0.370
H11 0.187 -2.424 1.490  0.219
H12 -0.760 -1.038 1.715  1.028
H13 -1.062 3.166 0.434  0.186
H14 -2.418 4.336 0.430  0.371

Forces on the atoms, in the same order (eV/Å):
N -2.356 4.522 -1.456
C 3.082 -6.487 2.573
C -5.419 -13.391 -12.431
H -2.722 0.691 -0.159
H 9.051 13.984 9.635
C -2.686 1.240 2.929
C -7.605 -2.477 3.046
H 2.226 0.159 0.404
H 1.857 2.903 -1.556
S 3.469 -2.865 -0.405
C -8.732 0.347 -6.764
C 2.711 5.134 -1.065
C 7.245 8.792 5.334
N -6.108 -9.610 -3.848
C 5.055 -0.963 2.252
C -4.519 -0.710 -1.963
C 3.191 -1.303 5.685
C -2.738 2.286 5.885
C 7.715 -2.526 -3.560
C -1.503 -1.409 0.515
C 1.231 2.703 2.549
Cl -1.062 -0.058 -1.660
H 0.162 0.284 -0.756
H -3.129 0.848 1.537
H -0.673 -1.452 -6.901
H -0.632 0.589 -1.013
H 0.609 -0.075 1.759
C 8.244 -5.849 -12.504
C -3.651 -4.362 3.408
O 1.165 -2.022 -0.031
N -0.911 4.786 -3.872
H 2.692 0.740 2.973
H 0.388 -2.015 1.336
H -7.679 7.412 8.616
H 1.553 0.230 0.811
H 0.478 -0.077 -1.304

---

Number 1: HOMO-LUMO gap 8.205 eV. Number 2: HOMO-LUMO gap 8.155 eV. Number 3: HOMO-LUMO gap 7.389 eV. Number 4: HOMO-LUMO gap 8.605 eV. Number 5: HOMO-LUMO gap 6.170 eV. Number 6: HOMO-LUMO gap 9.349 eV.